Molecular formula: C33H57BrCeN2O2Si
Method: DFT, ωB97M-V with the def2-TZVPD basis set

The geometry in XYZ format:
```
97
Properties=species:S:1:pos:R:3:forces:R:3
O 1.2994 -1.4639 -2.5404 -0.686 -0.543 1.653
O 0.8884 -0.4329 -5.1765 -0.310 -0.260 -1.364
C 2.6747 -1.8437 -2.2651 -0.265 0.182 -0.595
C 2.8692 -2.9157 -1.2227 0.183 -0.216 0.170
H 3.1692 -0.9071 -1.9620 -0.143 -0.237 -0.100
H 3.0980 -2.1393 -3.2344 0.138 -0.073 0.262
H 2.4212 -2.6542 -0.2544 0.047 -0.077 -0.257
H 3.9474 -3.0368 -1.0685 -0.150 0.048 0.029
H 2.4908 -3.8941 -1.5460 -0.004 0.263 0.138
C 0.2858 -2.5106 -2.4884 0.719 0.245 0.036
C 0.4661 -3.4563 -3.6506 -0.228 -0.269 -0.184
H -0.6899 -1.9916 -2.5328 0.356 -0.060 -0.112
H 0.3447 -3.0262 -1.5149 -0.098 0.077 -0.280
H 0.5149 -2.9042 -4.5967 -0.025 -0.060 0.423
H -0.3850 -4.1428 -3.7070 0.149 -0.013 0.024
H 1.3806 -4.0510 -3.5341 -0.206 0.103 -0.063
C -0.2034 0.2101 -5.8803 0.677 -0.044 0.195
C 1.9353 -0.9276 -6.0315 -0.356 0.386 0.250
C -1.4744 -0.5756 -5.6964 -0.197 -0.144 -0.149
H 0.0502 0.3022 -6.9499 -0.101 0.078 0.362
H -0.3068 1.2233 -5.4640 0.000 -0.255 -0.130
H -1.3456 -1.6010 -6.0693 -0.127 0.238 0.138
H -2.2742 -0.0900 -6.2667 -0.003 -0.151 0.106
H -1.7733 -0.6030 -4.6404 0.081 -0.055 -0.178
C 1.4689 -1.9823 -7.0040 0.093 -0.255 -0.160
H 2.6915 -1.3302 -5.3468 -0.121 0.088 -0.164
H 2.3721 -0.0773 -6.5821 0.032 -0.222 0.144
H 1.0009 -2.8312 -6.4910 0.087 0.215 -0.214
H 2.3454 -2.3551 -7.5411 -0.139 -0.027 -0.069
H 0.7715 -1.5676 -7.7397 0.095 -0.179 0.109
H 1.1772 0.1674 -3.5003 0.084 2.608 1.041
N -0.7322 -0.5448 1.3171 -0.673 0.425 0.106
C -1.4913 0.0225 2.2750 0.585 -0.946 -0.575
C -2.2315 1.2027 2.1016 -0.309 0.468 -0.199
C -2.4559 1.8999 0.9044 0.633 -0.064 -0.416
C -1.6399 -0.6838 3.6042 -0.277 0.290 0.338
H -0.6965 -1.0952 3.9826 -0.174 0.066 -0.260
H -2.3702 -1.5070 3.5482 0.259 0.236 -0.064
H -2.0146 0.0461 4.3341 0.078 -0.333 -0.110
C -3.5679 2.9017 0.8072 -0.460 0.079 0.538
H -4.2961 2.6182 0.0291 0.328 0.074 0.199
H -3.1901 3.9060 0.5696 -0.065 -0.291 -0.031
H -4.0990 2.9483 1.7686 0.110 0.077 -0.374
N -1.6857 1.7085 -0.1802 -0.628 0.190 0.095
C -0.4007 -1.9398 1.4262 0.150 -0.185 0.597
C 0.8599 -2.3251 1.9297 -0.541 0.022 -0.378
C 1.8394 -1.2957 2.3969 0.519 0.011 0.357
C 1.1694 -3.6819 2.0040 -0.024 -0.228 -0.012
H 2.1561 -3.9699 2.3880 -0.463 0.022 -0.146
C 0.2430 -4.6483 1.6117 0.013 0.080 -0.063
H 0.4998 -5.7061 1.6747 -0.077 0.280 -0.013
C -1.0191 -4.2615 1.1532 0.235 0.040 0.061
H -1.7606 -5.0055 0.8582 0.237 0.123 0.129
C -1.3626 -2.9132 1.0761 0.407 0.340 0.035
C -2.7439 -2.4945 0.6686 -0.414 -0.195 -0.290
C -1.9479 2.3123 -1.4670 -0.210 0.079 0.119
C -1.2994 3.5220 -1.8128 -0.208 -0.569 -0.069
C -0.4779 4.2414 -0.7872 0.250 0.467 0.269
C -1.4270 3.9951 -3.1208 -0.191 -0.294 -0.139
H -0.9334 4.9277 -3.3980 -0.127 -0.246 0.031
C -2.1767 3.2808 -4.0647 0.054 0.175 0.166
H -2.2599 3.6539 -5.0891 0.023 -0.111 0.360
C -2.8438 2.1112 -3.6978 0.030 0.120 -0.208
H -3.4541 1.5705 -4.4286 0.231 0.234 0.239
C -2.7470 1.6140 -2.4016 0.654 0.199 0.291
C -3.4279 0.3359 -2.0104 -0.555 -0.255 -0.158
Ce 0.2400 0.5862 -0.6316 -0.438 -1.363 0.630
H 2.4202 -0.8584 1.5715 -0.148 -0.005 0.192
H 2.5618 -1.7698 3.0752 -0.114 0.168 -0.196
H 1.3645 -0.4754 2.9477 0.080 -0.120 -0.237
H -2.7429 -1.6867 -0.0763 0.048 -0.125 0.292
H -3.3420 -2.1575 1.5292 0.195 0.006 -0.237
H -3.2713 -3.3495 0.2285 0.050 0.186 0.100
H -0.2006 5.2365 -1.1586 -0.046 -0.246 0.113
H 0.4670 3.7254 -0.5283 -0.414 0.153 -0.132
H -1.0376 4.3748 0.1511 0.230 -0.055 -0.260
H -3.8240 0.3642 -0.9875 0.168 -0.022 -0.231
H -2.7734 -0.5500 -2.0951 -0.104 0.287 0.049
H -4.2746 0.1659 -2.6907 0.233 -0.077 0.203
H -2.8053 1.5409 2.9618 0.104 -0.131 -0.226
C 1.1994 1.2545 -3.0467 0.859 -0.811 -0.825
Si 2.3642 2.4229 -4.0187 -0.040 0.090 0.095
H 0.1808 1.6831 -3.0341 0.285 0.055 0.253
H 1.7626 1.2864 -2.0706 -0.121 0.304 -1.124
C 3.9597 1.4698 -4.2813 0.053 0.016 -0.050
C 2.6660 3.9452 -2.9518 0.017 -0.088 0.063
C 1.6378 3.0130 -5.6391 -0.035 -0.037 -0.255
H 2.2479 3.8369 -6.0397 -0.133 -0.207 0.121
H 0.6135 3.3913 -5.5073 0.233 -0.066 -0.029
H 1.6142 2.2185 -6.3962 -0.009 0.217 0.118
H 4.4657 1.2876 -3.3237 -0.051 0.056 -0.160
H 4.6488 2.0321 -4.9287 -0.134 -0.142 0.201
H 3.7715 0.4980 -4.7543 0.066 0.236 0.103
H 2.8324 3.6764 -1.8985 0.012 0.089 -0.237
H 1.8115 4.6362 -2.9950 0.181 -0.141 0.000
H 3.5555 4.4852 -3.3076 -0.226 -0.084 0.084
Br 2.3542 1.8912 0.4950 0.214 0.083 0.099
```
Forces are in eV/Å.

* Kohn-Sham gap (alpha / beta): 8.37 / 8.43 eV
* DFT total energy: -133068.3991 eV
* ΔE to the lowest compared entry with this formula, charge and spin: 0.0 kJ/mol
* net charge: +1
* E_HOMO (alpha / beta): -10.880 / -10.882 eV
* 2S+1: 2